No. 1
{"formula": "C19H27AsF5MoN3S6SbSi", "method": "the ωB97M-V functional and the def2-TZVPD basis", "species": ["Mo", "F", "C", "C", "F", "C", "F", "C", "S", "C", "F", "C", "F", "S", "Sb", "S", "S", "N", "C", "N", "S", "H", "H", "H", "H", "C", "Si", "C", "C", "N", "C", "C", "C", "C", "C", "C", "H", "H", "H", "H", "H", "H", "H", "H", "H", "H", "H", "H", "H", "H", "C", "As", "C", "C", "S", "H", "H", "H", "H", "H", "H", "H", "H", "H"], "xyz": [[0.14300, -0.22374, -0.40459], [-1.54000, 4.50242, 5.51265], [-1.23070, 3.31413, 4.99005], [-1.08017, 3.14895, 3.61715], [-1.24157, 4.17758, 2.78127], [-0.73808, 1.90298, 3.10690], [-0.53983, 1.80944, 1.78273], [-0.56396, 0.77973, 3.91554], [-0.11881, -0.81583, 3.34831], [-0.71989, 0.97298, 5.29483], [-0.53688, -0.06038, 6.12084], [-1.05073, 2.21026, 5.82571], [-1.20725, 2.35122, 7.14355], [0.74518, -0.73596, -4.96761], [-0.07453, -2.24623, -3.42722], [1.45850, -1.79254, -1.49802], [-1.52294, -0.78377, -2.07139], [2.89938, -1.84552, 2.60218], [2.98209, -1.21316, 1.43255], [3.77332, -1.71297, 0.48511], [2.20861, 0.28418, 1.22499], [3.26618, -2.78192, 2.69602], [2.25374, -1.49662, 3.29937], [4.11353, -2.66269, 0.55166], [3.75148, -1.29772, -0.43641], [2.53846, 1.47340, -2.23189], [1.31141, 2.68819, -1.41195], [1.93859, 3.54898, 0.18654], [1.16911, 4.07250, -2.72993], [-0.12684, 1.74710, -0.95667], [-1.35624, 2.31070, -0.80983], [-1.62170, 3.66108, -1.12178], [-2.87486, 4.21438, -0.98461], [-3.94402, 3.44867, -0.54067], [-3.71302, 2.12531, -0.19211], [-2.45342, 1.57661, -0.29674], [3.56005, 1.77717, -2.02770], [2.40346, 1.45861, -3.31162], [2.42857, 0.44651, -1.88901], [2.91501, 3.99006, 0.01398], [2.02503, 2.86503, 1.02641], [1.25885, 4.34570, 0.48080], [2.12268, 4.16232, -3.24317], [0.95568, 5.03972, -2.28380], [0.40911, 3.86592, -3.47702], [-0.82141, 4.28024, -1.47593], [-3.01943, 5.25594, -1.23612], [-4.93285, 3.87329, -0.46215], [-4.52049, 1.50725, 0.17707], [-2.32262, 0.54862, 0.02716], [1.89919, -5.55002, 0.53898], [0.83940, -3.89803, 0.87129], [-0.01129, -4.51144, 2.53858], [-0.62101, -4.36282, -0.34584], [-0.92621, -1.14250, 1.40488], [1.26999, -6.43764, 0.61552], [2.71538, -5.64098, 1.25952], [2.32873, -5.51612, -0.46257], [-0.40280, -5.51932, 2.42248], [-0.82775, -3.84168, 2.80195], [0.70140, -4.50352, 3.36334], [-1.17747, -5.21332, 0.04572], [-0.20898, -4.63670, -1.32083], [-1.30394, -3.51699, -0.46944]], "de_lowest_kj_mol": 3.8, "s_squared": 1.073, "spin_multiplicity": 2, "total_charge": 0, "fmax_ha_per_bohr": 0.0619, "orbital_gap_ev": [4.142, 5.863], "lumo_ev": [-2.9104, -1.6752]}


No. 2
{"formula": "C5H6N4O4S", "method": "the ωB97M-V functional and the def2-TZVPD basis", "species": ["C", "C", "C", "C", "C", "N", "N", "N", "N", "O", "O", "O", "O", "S", "H", "H", "H", "H", "H", "H"], "xyz": [[0.36804, -1.34810, 0.38590], [2.68639, -0.23754, -0.14695], [-2.53747, -0.38034, 0.26847], [-0.86038, 0.61040, -1.05542], [-0.37209, 0.32955, 0.34822], [1.64615, -1.29404, -0.00744], [-2.09601, -0.17114, -1.01919], [-1.55033, 0.16931, 1.12142], [2.25753, 0.99029, 0.29072], [-0.24340, -2.31895, 0.69111], [3.70519, -0.60599, -0.63318], [-3.57861, -0.85876, 0.58514], [0.60773, 2.73904, 0.80409], [0.79420, 1.39333, 1.21822], [-1.17753, 1.65751, -1.25398], [-0.17729, 0.32277, -1.82144], [1.96525, -2.24269, -0.15340], [-2.74382, -0.17449, -1.90889], [-1.57269, -0.29621, 2.05030], [2.87916, 1.71604, 0.23631]], "de_lowest_kj_mol": 0.0, "total_charge": 0, "fmax_ha_per_bohr": 0.0805, "orbital_gap_ev": 9.963, "lumo_ev": 0.3148}


No. 3
{"formula": "C4H11NS", "method": "the ωB97M-V functional and the def2-TZVPD basis", "species": ["C", "C", "C", "S", "C", "N", "H", "H", "H", "H", "H", "H", "H", "H", "H", "H", "H"], "xyz": [[-1.65206, -0.45045, -0.72934], [-1.78130, 0.79917, 0.23512], [-1.08286, -0.52533, 0.77820], [0.78883, -2.35254, -1.05703], [2.05285, 0.87827, -0.14636], [1.00531, 1.64152, 0.37655], [-2.28004, -1.22687, -1.07386], [-0.81025, -0.25834, -1.40298], [-1.32892, 1.64378, -0.21239], [-2.71213, 1.06603, 0.72072], [0.07210, -0.63819, 0.65038], [-1.55096, -1.38103, 1.34047], [1.31656, -3.03452, -0.04129], [3.07282, 1.07727, 0.01378], [1.99197, 0.37256, -1.08999], [1.40855, 2.23113, 1.17392], [1.48952, 0.15753, 0.46410]], "de_lowest_kj_mol": 844.7, "total_charge": 0, "fmax_ha_per_bohr": 0.0799, "orbital_gap_ev": 4.227, "lumo_ev": -3.3154}